(1)
DFT (ωB97M-V/def2-TZVPD) results for a molecular structure, C38H53Cl2N10O7RbS2.

net charge: -2
energy above the lowest of the compared OMol25 structures with the same formula, charge and spin: 31.3 kcal/mol
E_HOMO: -1.74 eV
total energy: -116873.580 eV

The geometry in XYZ format:
```
113
Properties=species:S:1:pos:R:3:forces:R:3:mulliken_charge:R:1
Rb 0.256968 1.693538 -0.201075 0.055 -0.541 0.365 0.62
N 2.015296 0.104968 -3.313657 -0.051 -0.049 -0.030 -0.48
C 2.551667 -1.192417 -3.697800 0.067 -0.022 0.013 -0.99
C 2.246298 -2.340056 -2.727731 0.051 -0.007 0.022 -0.84
N 2.526076 -2.023331 -1.345591 -0.022 0.035 -0.008 1.60
C 1.846909 -2.888035 -0.400857 0.003 0.008 0.008 -1.00
C 0.331656 -2.719096 -0.344952 -0.055 0.097 -0.057 -1.14
N -0.039391 -1.354527 0.008718 0.033 -0.084 0.047 0.83
C 3.943085 -1.873766 -1.047059 -0.016 -0.018 -0.044 -1.04
C 4.194808 -0.850211 0.054588 -0.026 0.043 0.005 -0.34
N 3.542440 0.397887 -0.329058 -0.011 0.036 -0.090 -0.32
H 1.071911 -0.038238 -2.961724 -0.027 0.009 0.087 0.01
H 2.557844 0.473495 -2.533669 -0.016 -0.010 0.001 0.31
H 3.629391 -1.083538 -3.844669 -0.010 0.020 0.020 0.46
H 2.140856 -1.479714 -4.672266 -0.004 -0.012 -0.020 0.43
H 2.790736 -3.250504 -3.058415 -0.020 -0.001 -0.029 0.16
H 1.181470 -2.559432 -2.818661 -0.021 0.003 0.029 0.34
H 2.240121 -2.658314 0.590794 0.008 -0.010 0.018 0.37
H 2.074997 -3.954902 -0.600211 -0.004 -0.004 -0.004 0.14
H -0.032651 -3.473980 0.370579 -0.001 -0.007 0.007 0.46
H -0.122452 -2.970070 -1.308975 0.008 -0.024 0.004 0.47
H 0.429977 -1.096341 0.888835 -0.041 -0.019 -0.061 -0.31
H -1.040139 -1.281984 0.159549 0.010 -0.031 0.001 -0.14
H 4.439957 -1.511949 -1.948618 0.002 0.003 -0.005 0.38
H 4.402921 -2.846038 -0.788760 -0.002 -0.006 0.018 0.28
H 5.273615 -0.683042 0.126116 0.001 -0.014 0.000 0.56
H 3.860280 -1.216468 1.030448 -0.002 -0.028 0.008 -0.15
H 3.733804 1.137250 0.339379 0.010 -0.004 -0.001 0.32
H 2.545453 0.222286 -0.263311 0.065 -0.054 0.050 -0.26
C -2.934575 -1.192945 -5.999412 -0.031 -0.008 -0.038 -1.58
C -1.765298 -0.536837 -5.288942 -0.037 0.147 0.087 0.71
O -1.250711 -1.033803 -4.308186 0.170 -0.069 0.052 -0.46
N -1.355921 0.627862 -5.861371 -0.104 -0.021 -0.043 -0.05
C -0.330674 1.515323 -5.322751 0.092 -0.048 -0.095 -0.02
C -0.937546 2.730870 -4.669924 0.016 0.097 0.070 0.52
C -1.137009 3.892620 -5.405012 -0.046 0.011 -0.007 -0.51
C -1.780665 4.966987 -4.803431 -0.002 0.006 -0.035 -0.47
C -2.191960 4.842826 -3.491383 0.010 -0.038 0.008 -1.12
C -1.922282 3.654888 -2.816163 0.075 0.058 0.069 -0.11
N -1.303685 2.622973 -3.391160 -0.124 -0.145 -0.061 0.43
H -3.198791 -2.101061 -5.465900 -0.006 -0.005 0.005 0.28
H -2.664802 -1.439013 -7.027677 -0.003 -0.019 -0.005 0.45
H -3.798839 -0.526807 -6.025784 0.005 0.010 0.010 0.40
H -1.952454 1.004137 -6.579715 0.028 0.016 -0.001 0.28
H 0.304702 1.833306 -6.153160 0.039 -0.029 0.031 0.48
H 0.292102 0.957686 -4.624570 -0.073 0.052 -0.018 -0.74
H -0.791961 3.950442 -6.430804 0.008 0.008 -0.002 0.41
H -1.948812 5.884966 -5.354795 0.008 0.002 0.000 0.39
H -2.686131 5.649336 -2.967196 -0.005 0.001 0.002 0.54
H -2.184482 3.521418 -1.765132 -0.029 -0.001 -0.031 0.42
O 1.993202 3.486835 -0.894547 0.272 0.471 -0.223 -0.72
N 1.519090 4.690762 -0.708443 0.224 -0.057 -0.078 0.39
C 0.880512 5.282679 -1.744758 0.018 -0.021 0.024 -0.37
C 0.335143 6.536303 -1.666310 0.005 0.038 0.011 -0.58
C 0.456835 7.225858 -0.456236 -0.038 0.011 -0.046 -0.31
C 1.119895 6.631215 0.583937 0.077 -0.034 0.120 -0.63
C 1.698288 5.338200 0.508019 -0.064 -0.018 -0.031 -0.07
S 2.531573 4.592071 1.777340 -0.061 0.066 -0.076 -0.43
H 0.847519 4.661619 -2.628735 -0.010 -0.009 0.012 0.60
H -0.179826 6.944514 -2.524701 0.002 0.018 0.010 0.42
H 0.023488 8.211529 -0.334424 0.009 0.005 0.000 0.34
H 1.228498 7.131100 1.536277 -0.005 0.009 -0.009 0.37
N -1.646988 1.464956 2.336264 -0.225 0.031 -0.133 -0.11
N -2.396207 2.668143 2.239492 -0.056 0.027 0.196 -0.25
C -2.813577 3.063862 0.946118 0.024 -0.156 0.005 -0.27
O -3.768438 3.860890 0.888899 -0.059 -0.009 0.016 -0.85
O -2.180332 2.552628 -0.021130 -0.409 0.408 -0.020 -0.01
H -2.266304 0.668443 2.188303 0.076 -0.013 0.046 0.11
H -1.225202 1.417224 3.254633 0.090 0.029 -0.077 0.21
H -3.163439 2.754894 2.894470 0.019 -0.032 -0.080 0.25
O -3.746269 -0.176644 0.624797 0.040 -0.018 -0.272 -0.87
S -3.276608 0.167435 -0.768151 0.331 -0.127 0.391 1.39
C -4.444622 1.368196 -1.430786 -0.073 0.042 0.008 -0.47
C -5.656587 0.570726 -1.887760 0.039 -0.028 0.042 -0.93
C -5.062377 -0.585098 -2.693774 0.029 0.064 -0.011 -0.28
C -3.954040 -1.174873 -1.818921 -0.162 0.010 -0.034 -0.92
H -3.935192 1.852020 -2.268501 -0.016 0.000 0.007 -0.11
H -4.589909 2.107747 -0.642256 -0.068 0.017 -0.062 0.40
H -6.356368 1.178553 -2.464762 0.015 0.000 -0.037 0.41
H -6.186329 0.184773 -1.012769 -0.016 0.005 -0.004 0.32
H -4.628153 -0.176516 -3.611508 0.018 -0.036 -0.026 -0.05
H -5.798683 -1.336487 -2.987387 -0.025 -0.020 0.040 0.37
H -3.137355 -1.634647 -2.374818 -0.003 0.027 -0.042 0.16
H -4.345042 -1.878241 -1.082868 -0.018 -0.050 -0.035 0.45
Cl 0.146250 -4.878668 6.757923 0.027 0.003 -0.017 -0.23
C 1.817727 -4.985111 6.266655 -0.055 -0.018 -0.057 1.01
C 2.316007 -6.264012 6.077042 -0.008 -0.004 -0.002 -0.73
C 3.647794 -6.464911 5.768739 0.004 0.037 0.007 -0.39
C 4.483143 -5.360607 5.691860 0.020 -0.037 -0.018 -0.69
C 3.979212 -4.090064 5.872747 0.066 -0.020 0.074 0.72
Cl 5.107798 -2.768514 5.876755 -0.068 -0.007 -0.054 -0.23
C 2.610789 -3.834442 6.111832 -0.101 0.035 0.060 -0.66
N 2.176874 -2.538481 6.258109 0.117 0.111 -0.038 -0.15
C 0.849667 -2.080818 5.931549 -0.002 -0.081 0.054 -0.40
C 0.106634 -1.496791 6.946042 -0.056 -0.053 0.046 -0.46
C -1.162338 -0.998061 6.699025 0.007 -0.017 -0.012 -0.58
C -1.689453 -1.087790 5.417298 0.053 -0.015 0.008 -0.71
C -0.935005 -1.654304 4.402312 -0.044 0.056 -0.017 -1.02
C 0.348091 -2.149086 4.630321 0.069 0.057 -0.060 0.83
C 1.182526 -2.590677 3.462850 -0.141 -0.115 0.057 0.34
C 2.095330 -1.395421 3.064458 -0.103 0.159 -0.079 0.14
O 3.174176 -1.295611 3.676621 0.041 -0.073 0.110 -0.78
O 1.613606 -0.638841 2.189546 0.218 0.041 0.028 -0.35
H 1.635925 -7.097763 6.186905 0.002 -0.002 -0.001 0.39
H 4.034350 -7.462581 5.613447 0.004 -0.006 -0.006 0.35
H 5.539596 -5.471437 5.489577 0.004 -0.001 0.005 0.39
H 2.870258 -1.885103 5.902099 -0.024 -0.003 -0.148 0.34
H 0.538728 -1.460742 7.938472 0.000 0.021 -0.007 0.42
H -1.732112 -0.541904 7.498834 -0.006 0.005 0.001 0.37
H -2.674812 -0.695994 5.197727 -0.011 -0.002 0.006 0.45
H -1.326291 -1.685682 3.391619 -0.007 0.002 0.005 0.50
H 0.522807 -2.820862 2.626081 -0.002 -0.059 0.000 -0.25
H 1.792397 -3.465030 3.689102 0.040 0.001 0.068 0.42
```
Forces are in eV/Å.

---

(2)
DFT (ωB97M-V/def2-TZVPD) results for a molecular structure, C12H26MgNO2P2.

net charge: +1
energy above the lowest of the compared OMol25 structures with the same formula, charge and spin: 89.1 kcal/mol
E_HOMO (spin up / spin down): -10.62 / -11.30 eV
total energy: -42464.860 eV

The geometry in XYZ format:
```
44
Properties=species:S:1:pos:R:3:forces:R:3:mulliken_charge:R:1
Mg -1.003677 0.904401 -0.145585 -0.347 0.037 0.232 0.51
P 0.333118 1.796163 1.788259 -0.512 0.943 -0.830 0.62
C 1.315533 0.351721 2.057835 0.479 -0.472 0.300 -1.11
C 0.924541 -0.882496 1.478768 -0.206 -0.823 -0.521 1.25
N 0.000256 -0.910013 0.441356 0.381 -0.640 0.279 -0.12
C -0.414736 -2.090365 -0.046409 0.040 0.281 0.049 0.66
C 0.058868 -3.307283 0.452863 0.244 -0.167 0.211 -0.74
C 1.017307 -3.312765 1.471403 -0.341 0.167 -0.267 -0.55
C 1.464496 -2.102962 1.970540 -0.253 0.578 -0.121 -1.05
C -1.449756 -2.125305 -1.176154 -0.101 0.144 0.280 -1.13
P -1.480648 -0.562094 -2.125168 -0.120 -0.399 -0.601 0.69
H 2.183292 -2.022632 2.776444 0.018 -0.255 -0.055 0.47
H -0.342112 -4.224360 0.018812 0.248 0.189 0.249 0.50
H 1.386841 -4.244767 1.879533 0.015 0.025 -0.072 0.44
H -1.277619 -2.970896 -1.859827 0.019 0.156 0.348 0.59
H -2.471287 -2.228446 -0.772061 0.370 -0.114 0.142 0.39
H 3.691425 0.304218 0.581547 0.401 0.213 -0.818 0.32
H 2.159790 0.337299 2.764359 -0.407 -0.006 -0.287 0.45
H 3.056844 1.370062 -2.151457 -0.402 0.328 -0.454 0.32
O 4.166937 0.533101 -0.246387 -0.121 -0.249 0.992 -0.59
H 5.103578 0.507530 0.014627 -0.385 0.059 -0.270 0.31
H -0.317605 2.137800 -1.300187 0.362 0.199 -0.119 -0.16
O 2.502499 1.854643 -2.799925 0.049 -0.590 0.513 -0.63
H 1.703872 1.315554 -2.915132 0.425 0.250 0.103 0.27
C -0.215262 -0.864863 -3.389022 0.088 0.497 0.169 -1.29
H -0.429690 -1.736377 -4.014570 0.029 0.157 0.107 0.41
H -0.160846 0.048228 -3.991993 0.143 -0.274 -0.128 0.39
H 0.732865 -0.989426 -2.856386 0.024 -0.081 -0.250 0.35
C -3.061153 -0.561578 -3.020834 -0.037 0.294 0.283 -1.17
H -3.043830 0.343557 -3.642416 -0.185 -0.274 0.041 0.38
H -3.252481 -1.447382 -3.638447 0.151 0.188 0.185 0.40
H -3.841581 -0.441019 -2.258268 -0.008 -0.053 -0.336 0.35
C -0.633506 2.069815 3.293143 0.010 -0.179 0.196 -1.31
H 0.021050 2.240692 4.151592 -0.123 0.041 -0.028 0.43
H -1.311538 2.918464 3.148369 0.207 -0.146 0.004 0.36
H -1.235388 1.169796 3.450368 0.056 0.200 0.092 0.37
C 1.353292 3.258940 1.480382 0.305 -0.120 0.142 -1.20
H 0.687769 4.124475 1.392333 0.088 -0.170 0.048 0.38
H 2.085286 3.434690 2.270337 0.004 0.092 -0.046 0.42
H 1.852163 3.112950 0.517370 0.008 0.080 0.167 0.35
C -2.719739 0.745232 1.083189 -0.658 -0.142 0.318 -1.42
H -2.962159 1.713230 1.554258 -0.039 -0.305 -0.272 0.42
H -2.625788 -0.004666 1.887421 -0.008 0.177 -0.291 0.31
H -3.551220 0.437136 0.425119 0.090 0.164 0.316 0.37
```
Forces are in eV/Å.

---

Question: The highest total energy belongs to which entry?
Answer: C12H26MgNO2P2

---

Question: energy above the lowest of the compared OMol25 structures with the same formula, charge and spin of number 1 (C38H53Cl2N10O7RbS2)?
Answer: 31.3 kcal/mol